Record 1
{
  "formula": "C3H9BrO2Si",
  "method": "wB97M-V/def2-TZVPD",
  "homo_energy_ev": -9.962,
  "relative_energy_kj_mol": 0.0,
  "charge": 0,
  "smiles": "CO[Si](C)(Br)OC",
  "symbols": ["H", "C", "H", "C", "H", "Br", "Si", "H", "C", "H", "H", "H", "O", "O", "H", "H"],
  "xyz": [[-1.10148, -2.76138, -0.18893], [-0.49254, -2.18835, -1.02085], [0.24709, 2.01228, -2.27638], [0.62167, 2.17012, -1.22292], [-1.03736, -2.46131, -2.01989], [-3.12853, 0.22960, 0.01288], [-0.94588, 0.34237, 0.03741], [1.00975, 3.26690, -1.03027], [-0.23793, -0.07243, 1.89133], [-0.00215, -1.19258, 1.80756], [0.77366, 0.52139, 1.89808], [0.49400, -2.59369, -1.17805], [-0.41368, -0.76715, -0.95004], [-0.56450, 1.84330, -0.47794], [1.49667, 1.38902, -1.06512], [-1.00801, 0.21073, 2.76764]],
  "forces_ev_per_angstrom": [[1.4, 1.6, -1.3], [-2.4, -1.1, -1.3], [1.1, 0.7, 0.7], [0.9, -0.5, -0.9], [0.7, 0.6, 1.8], [-0.7, 0.1, 0.1], [0.3, 0.6, 3.3], [-1.0, -2.3, -0.2], [-0.4, 0.7, -1.1], [-0.4, 1.6, 0.6], [-1.9, -1.1, 0.5], [0.4, -0.1, 0.5], [0.8, -1.7, -1.0], [0.8, 0.1, 0.4], [-1.7, 1.7, -0.1], [2.1, -0.7, -2.0]]
}

=====

Record 2
{
  "formula": "C43H47BrN4OPRu",
  "method": "wB97M-V/def2-TZVPD",
  "homo_energy_ev": [-10.694, -10.777],
  "charge": 1,
  "symbols": ["H", "H", "N", "C", "H", "H", "C", "C", "C", "H", "H", "C", "H", "C", "C", "C", "C", "H", "H", "C", "C", "H", "C", "H", "N", "H", "P", "C", "C", "C", "H", "C", "H", "C", "H", "H", "C", "C", "H", "H", "H", "H", "C", "C", "C", "H", "H", "H", "Br", "H", "H", "H", "C", "H", "C", "H", "H", "H", "C", "H", "C", "C", "H", "H", "C", "C", "H", "C", "C", "C", "N", "H", "C", "H", "H", "H", "H", "H", "H", "H", "C", "O", "H", "H", "C", "C", "C", "Ru", "C", "C", "C", "H", "C", "C", "C", "H", "H", "N"],
  "xyz": [[1.80814, 3.34118, -0.73836], [5.48222, 2.44729, -2.72052], [2.49031, 0.50749, 1.29043], [3.32139, 1.01934, 2.20326], [5.89500, -2.13877, -0.22904], [1.07021, -1.82026, -1.49198], [-3.71996, -0.20461, 0.58355], [-0.41254, -2.02191, 2.20987], [-1.46962, 4.14185, -3.19196], [-1.16486, 2.41743, 4.98342], [-2.53907, 0.87419, 2.75576], [-1.98916, 4.54599, -0.89312], [-3.14054, 2.37257, 3.44402], [2.66759, 0.57791, -2.50244], [5.15901, -0.31586, 1.50607], [-1.11859, 1.82493, 4.06222], [-3.55958, -3.60074, -0.34272], [-2.59811, -1.27942, 2.95576], [2.28221, -0.37843, -2.82969], [0.72144, -3.76718, -0.64132], [-1.53282, -4.56158, -1.10625], [2.36573, -0.84322, -0.24428], [-2.11570, 4.89326, -2.22182], [-2.08217, -0.65043, -1.14437], [-0.75156, -1.50902, 1.01303], [0.56294, -3.00891, -2.67206], [0.18437, 1.02477, -1.19238], [1.17928, -2.86499, -1.78267], [-1.87939, -1.58236, -4.37810], [-2.53853, 1.48491, 3.65175], [4.27944, -2.82697, -0.33960], [-3.73871, -1.63811, 1.11699], [4.55251, 0.28505, -3.47258], [3.95594, 0.94783, -2.85896], [4.10219, 3.96592, -1.33755], [-4.64007, -3.61048, -0.27798], [4.34786, -0.86474, 0.52895], [-0.26327, 0.59973, 4.33301], [1.72096, -2.65575, 0.96312], [-4.04710, -0.16818, -0.45719], [-4.34556, -1.25180, 3.15364], [1.20129, -4.26516, 1.42184], [2.40728, 2.65866, -1.33026], [-1.02519, 3.23666, 0.94028], [-0.43524, 2.73057, 3.04601], [-0.80135, -0.18600, 4.86182], [2.21967, -3.05547, -2.04985], [-1.00668, -5.33416, -1.65296], [2.77261, 2.41219, 3.33937], [-2.69773, 5.76205, -2.49579], [-2.72575, 0.24412, 0.63775], [-4.40085, 0.41864, 1.16529], [-0.55553, -0.01441, -2.48858], [0.09519, 0.13712, 3.40014], [4.47748, 2.16258, -2.43923], [-1.99415, 4.17629, 3.58566], [0.83354, -4.79565, -0.99295], [0.80699, 0.44494, -4.10787], [-1.07154, 4.11492, 3.01067], [-2.38882, -2.19319, -5.11135], [4.64302, 0.63913, 2.35533], [3.70316, 3.01660, -1.66704], [-3.49547, -2.78382, 2.94643], [-0.35902, -0.92618, -5.74982], [-1.24944, 3.41852, -0.51043], [1.87483, 1.43800, -1.74317], [-2.45470, 5.15743, -0.13799], [-2.36244, -1.50185, -3.08435], [-2.90846, -4.57614, -1.06979], [-0.77567, -3.59335, -0.44258], [-0.48830, 2.27125, 1.60350], [6.19043, -0.63028, 1.60533], [-0.73945, -0.86926, -4.73887], [5.24639, 1.10088, 3.12158], [-3.04199, 0.92225, 4.43669], [-3.24711, -2.05066, -2.78663], [0.63715, 0.84536, 4.89661], [-1.52715, 4.42157, -4.23491], [-0.40112, 4.91788, 3.31327], [4.77098, -1.56133, -1.46041], [4.85087, -1.90543, -0.42788], [-1.40124, 4.31562, 1.62816], [0.61399, 2.80355, 3.29253], [-0.27467, 2.43866, -3.59351], [-0.66073, 2.61702, -1.48811], [-0.08458, -0.08525, -3.80555], [-0.75695, 3.01777, -2.82280], [0.11761, 0.34768, 0.99895], [-1.69815, -0.71984, -2.14898], [-3.52353, -1.74160, 2.62815], [3.03573, -0.41677, 0.48062], [-3.46636, -5.34875, -1.58108], [1.60231, -3.67365, 0.60134], [-2.86298, -2.60466, 0.33491], [-1.45431, -2.58390, 0.26083], [2.59539, -4.06365, 0.36990], [-4.75676, -1.99352, 0.94036], [-0.10435, -2.42188, 3.25152]],
  "forces_ev_per_angstrom": [[0.0, 0.0, 0.0], [0.0, 0.0, 0.0], [0.0, 0.1, 0.2], [0.0, 0.0, -0.2], [0.0, 0.0, 0.0], [0.0, 0.1, 0.0], [0.0, 0.1, 0.1], [0.0, 0.3, -0.1], [0.0, 0.0, 0.0], [0.1, 0.0, 0.0], [0.0, -0.1, -0.1], [0.0, -0.1, 0.0], [0.0, 0.0, 0.0], [0.0, 0.0, 0.1], [0.1, 0.0, 0.0], [0.0, -0.1, -0.1], [0.0, 0.0, 0.0], [0.1, 0.0, 0.0], [0.0, 0.0, 0.1], [0.0, 0.0, 0.0], [0.0, 0.0, 0.1], [-0.1, -0.1, -0.1], [0.0, 0.0, 0.0], [0.0, 0.0, -0.1], [0.3, -0.8, -0.4], [0.0, 0.0, 0.0], [0.0, -0.3, 0.5], [0.1, 0.1, 0.1], [0.1, 0.0, -0.1], [-0.1, 0.0, 0.0], [0.0, 0.0, 0.0], [0.0, 0.0, 0.0], [0.0, 0.0, 0.0], [0.0, 0.0, 0.0], [0.0, 0.0, 0.0], [0.0, 0.0, 0.0], [-0.1, 0.0, 0.0], [0.1, -0.1, -0.1], [0.0, 0.1, 0.0], [0.0, 0.0, 0.0], [0.0, 0.0, 0.0], [0.0, 0.0, 0.0], [0.0, 0.0, 0.1], [-0.1, 0.1, -0.2], [-0.1, 0.1, -0.1], [0.0, 0.0, 0.0], [0.1, 0.0, 0.0], [0.0, 0.0, 0.0], [0.6, 0.0, 0.0], [0.0, 0.0, 0.0], [0.0, 0.0, 0.0], [0.0, 0.0, 0.0], [0.2, 0.1, -0.2], [-0.1, 0.0, 0.0], [0.0, 0.0, 0.0], [0.0, 0.0, 0.0], [0.0, 0.0, 0.0], [-0.1, 0.1, 0.0], [0.0, 0.0, -0.1], [0.0, 0.0, 0.0], [0.0, 0.0, 0.0], [0.0, 0.0, 0.0], [0.0, 0.0, 0.0], [0.0, 0.0, 0.0], [0.1, -0.1, 0.1], [0.0, 0.0, -0.1], [0.0, 0.0, 0.0], [0.0, 0.0, 0.1], [0.0, 0.0, 0.0], [0.0, 0.0, 0.0], [0.1, 0.4, 0.4], [0.0, 0.0, 0.0], [-0.1, 0.0, 0.1], [0.0, 0.0, 0.0], [0.0, 0.0, 0.0], [0.0, 0.0, 0.0], [0.0, 0.0, 0.0], [0.0, 0.0, 0.0], [0.0, 0.0, 0.0], [0.0, 0.0, 0.0], [0.0, 0.0, 0.0], [0.0, 0.0, 0.1], [-0.5, 0.0, 0.0], [0.0, -0.1, -0.1], [-0.1, 0.0, -0.2], [0.0, -0.1, 0.1], [-0.1, 0.0, 0.1], [0.1, -0.1, -0.2], [-0.1, 0.0, 0.1], [-0.1, 0.1, 0.0], [0.0, -0.1, 0.1], [0.0, 0.0, 0.0], [0.0, 0.0, 0.0], [0.0, 0.0, -0.1], [-0.2, 0.4, 0.1], [0.0, 0.0, 0.0], [0.0, 0.0, 0.0], [0.1, 0.0, 0.1]]
}

=====

Record 3
{
  "formula": "HN4O3",
  "method": "wB97M-V/def2-TZVPD",
  "homo_energy_ev": [-3.720, -3.719],
  "relative_energy_kj_mol": 33.4,
  "charge": -1,
  "symbols": ["N", "N", "O", "O", "N", "H", "N", "O"],
  "xyz": [[-1.89732, -0.26423, 0.03302], [0.00946, 0.96906, 0.52305], [-2.08886, 0.39648, -0.92181], [2.17415, 1.36778, -0.01997], [-1.83473, -0.93777, 0.91828], [0.90203, -1.46969, -0.41746], [1.11380, 0.82173, 0.18431], [1.62148, -0.88335, -0.29943]],
  "forces_ev_per_angstrom": [[-0.9, -0.8, 0.2], [2.8, 0.1, -0.4], [-0.1, 0.2, -0.4], [0.6, 0.2, 0.0], [-0.1, -0.1, 0.0], [-1.6, -0.8, 0.0], [-2.4, 0.8, 0.7], [1.6, 0.4, 0.0]]
}

=====

Record 4
{
  "formula": "CH5IN2S",
  "method": "wB97M-V/def2-TZVPD",
  "homo_energy_ev": -8.804,
  "relative_energy_kj_mol": 138.9,
  "charge": 0,
  "symbols": ["H", "N", "H", "S", "H", "N", "H", "C", "I", "H"],
  "xyz": [[1.12829, 1.28552, 0.29364], [-2.20765, -1.60448, -0.14466], [1.28942, -0.48369, 0.49847], [-0.76384, -1.57515, -0.66806], [-1.21452, 0.84941, -0.70439], [-0.37232, -0.03158, -0.48914], [1.60252, 0.37586, -1.24993], [1.00760, 0.31403, -0.26267], [-0.58968, -1.51617, -3.11669], [-2.62799, -2.47392, 0.14993]],
  "forces_ev_per_angstrom": [[-0.4, -0.9, -0.7], [0.0, 0.7, -0.2], [0.8, 1.0, -1.3], [-1.0, -0.4, 1.3], [3.4, -3.9, 0.7], [-3.5, 4.8, -0.1], [-0.5, -0.4, 1.7], [0.9, -0.1, 0.4], [-0.1, -0.3, -1.3], [0.5, -0.4, -0.4]]
}

=====

Record 5
{
  "formula": "C13H32FGaO13P3",
  "method": "wB97M-V/def2-TZVPD",
  "homo_energy_ev": -5.108,
  "charge": -1,
  "symbols": ["H", "H", "C", "C", "O", "O", "Ga", "O", "H", "P", "H", "H", "P", "C", "H", "H", "H", "H", "C", "O", "H", "O", "H", "O", "H", "O", "H", "C", "P", "C", "H", "C", "H", "C", "H", "H", "H", "H", "C", "C", "H", "H", "O", "O", "C", "H", "F", "O", "H", "H", "H", "H", "H", "O", "O", "H", "H", "H", "C", "O", "H", "H", "C"],
  "xyz": [[-3.34894, -0.42992, 0.61190], [-0.11952, -3.36988, -2.05047], [1.71357, -6.02746, -1.91726], [1.10930, -7.95089, -4.76911], [-5.27471, 1.56487, 1.48686], [-0.31719, -4.66316, -3.66203], [2.85532, 1.79055, -1.73076], [-3.63700, 1.36555, -0.44007], [-0.26518, 2.95967, 2.46201], [-3.88884, 2.12184, 0.91846], [1.26886, -8.58193, -3.89414], [1.97875, -5.27201, -1.18028], [0.88950, -5.41619, -4.33031], [4.35257, 3.51788, 4.75725], [2.28492, 1.94444, -0.26394], [-4.55632, 4.24191, 2.29884], [2.30840, -6.92389, -1.74346], [1.70487, 5.02189, 6.26303], [1.10298, 4.33370, 5.66869], [-2.83041, 2.04146, 1.91333], [4.34415, 4.37342, 4.08187], [-4.21813, 3.55896, 0.34500], [0.62136, -8.53318, -5.54736], [1.49650, 4.43877, 4.30230], [2.14917, 0.20093, -3.63815], [3.25799, 2.63377, 4.50797], [-7.22142, 2.10851, 1.11581], [-0.09583, -3.32942, -3.13490], [2.10088, 3.15459, 3.55111], [-0.24410, 2.14195, 3.17902], [-6.21988, 1.95797, -0.34344], [1.22592, -0.61294, -1.93741], [-0.47790, 1.21896, 2.66238], [-3.47469, -0.06241, -0.40609], [-0.98690, 2.31811, 3.95512], [0.05374, 4.61516, 5.75154], [2.97778, 3.16506, -2.54086], [-0.89611, -2.68590, -3.48393], [4.63013, 0.81868, -1.71357], [1.56310, 0.50467, -2.78025], [1.23051, 3.32154, 6.05336], [6.43558, -0.47816, -1.96669], [2.46196, 3.44566, 2.17669], [0.24612, -6.86923, -4.41167], [-4.69514, 4.54969, 1.26250], [0.65552, -6.27036, -1.81691], [2.26848, -1.40549, -1.58715], [1.05907, 1.99667, 3.78088], [-4.13949, 5.46671, 1.08626], [-4.35233, -0.52575, -0.85669], [0.66421, 1.01700, -3.07498], [4.29916, 3.86844, 5.78935], [5.27615, 2.96297, 4.61273], [1.40841, -4.88593, -5.58346], [0.12238, -0.88985, -1.52309], [2.07145, -7.59691, -5.13946], [0.86021, -2.92163, -3.45787], [-6.75027, 0.50246, 0.52566], [-6.42670, 1.53597, 0.63992], [2.02290, -5.51690, -3.21614], [-5.75432, 4.72616, 1.07412], [-2.59094, -0.31315, -0.98604], [5.67219, 0.21840, -1.73552]],
  "forces_ev_per_angstrom": [[0.0, 0.0, 0.0], [0.0, 0.0, 0.0], [0.0, 0.0, 0.1], [0.0, 0.0, 0.0], [0.0, 0.0, 0.1], [-0.1, 0.0, 0.1], [0.2, 0.1, 0.2], [-0.3, 0.2, 0.0], [0.0, 0.0, -0.1], [0.1, -0.2, -0.4], [0.0, 0.0, 0.0], [0.0, 0.0, 0.0], [-0.1, 0.1, 0.1], [0.1, 0.0, 0.0], [0.0, -0.1, 0.0], [0.0, 0.0, 0.0], [0.0, 0.0, 0.0], [0.0, 0.0, 0.0], [0.0, 0.0, 0.0], [-0.1, 0.0, 0.5], [0.0, 0.0, 0.0], [-0.1, 0.1, -0.1], [0.0, 0.0, 0.0], [0.1, 0.0, 0.0], [0.3, -0.1, -0.1], [-0.1, 0.0, 0.2], [0.0, 0.0, 0.0], [0.0, 0.0, 0.1], [-0.2, -0.3, -0.1], [-0.1, -0.1, -0.2], [0.0, 0.0, 0.0], [-1.2, 0.6, -0.3], [0.0, 0.0, 0.0], [0.2, -0.2, -0.1], [0.1, 0.0, 0.1], [0.0, 0.0, 0.0], [0.0, -0.1, -0.1], [0.0, 0.0, -0.1], [-1.1, 0.8, 0.1], [0.7, -0.2, 0.1], [0.0, 0.0, 0.0], [0.4, 0.0, 0.2], [0.1, 0.5, 0.0], [-0.1, -0.1, 0.1], [0.0, 0.1, 0.0], [0.0, 0.0, 0.0], [0.0, -0.2, 0.0], [0.0, 0.0, 0.4], [0.0, 0.0, 0.0], [0.0, 0.1, 0.0], [-0.3, 0.2, -0.1], [0.0, 0.0, 0.0], [0.0, 0.0, 0.0], [0.3, 0.0, -0.1], [0.5, -0.3, 0.4], [0.0, 0.0, 0.0], [0.0, 0.0, -0.1], [0.0, 0.0, 0.0], [0.0, 0.0, 0.0], [0.0, -0.1, -0.1], [0.0, 0.0, 0.0], [0.1, 0.0, 0.0], [0.5, -0.8, -0.4]]
}

=====

Record 6
{
  "formula": "C5H9N2O",
  "method": "wB97M-V/def2-TZVPD",
  "homo_energy_ev": -14.837,
  "relative_energy_kj_mol": 251.8,
  "charge": 1,
  "symbols": ["H", "N", "C", "H", "C", "H", "H", "O", "C", "C", "H", "H", "H", "H", "H", "C", "N"],
  "xyz": [[-0.31228, 2.50953, 1.65931], [-2.73996, 0.64651, -0.96183], [-2.46256, 0.01242, 0.00166], [0.32163, -1.87469, -1.06187], [0.62855, -0.84674, -1.29906], [2.05310, -1.73220, 0.26805], [0.00082, -0.27580, -1.99292], [-2.05911, -0.75197, 0.82539], [0.71219, -0.19115, 0.00297], [0.32219, 2.08932, 0.80468], [1.95242, -0.63691, 1.71269], [0.65161, -1.65322, 1.53269], [-3.50210, 1.11759, -1.35125], [1.07066, 2.67462, 0.29023], [1.62914, -0.95793, -1.71974], [1.42595, -1.09668, 0.95646], [0.30776, 0.96731, 0.33255]],
  "forces_ev_per_angstrom": [[0.4, -0.8, -1.6], [1.1, 0.1, 0.1], [0.4, -2.5, 1.4], [-0.4, 0.2, -0.6], [-1.4, 0.3, -0.8], [-0.5, 0.3, 1.5], [0.0, -0.6, 0.0], [-0.6, 1.8, -1.2], [0.7, 0.2, 0.6], [-0.3, 2.8, 1.3], [1.6, 1.3, 1.4], [0.3, -0.1, -0.8], [-1.1, 0.6, -0.4], [0.3, 1.0, 0.7], [0.1, 0.3, 0.1], [-0.8, -1.2, -1.4], [0.2, -3.6, -0.4]]
}

=====

Number 1: energy -3133.7698 a.u.. Number 2: energy -4971.0749 a.u.. Number 3: energy -445.1987 a.u.. Number 4: energy -846.3932 a.u.. Number 5: energy -4541.6244 a.u.. Number 6: energy -380.3559 a.u..